--- one ---
Density functional theory data (ωB97M-V/def2-TZVPD) for 2 unconnected molecules or ions with the total composition C8H14O.

ORCA input file:
```
! wB97M-V def2-TZVPD RIJCOSX def2/J DEFGRID3
* xyz 0 1
O 1.6550 -0.5505 1.2991
C -1.2098 0.6335 -0.9886
C 0.2907 0.8076 -1.1119
C -2.1424 1.7141 -1.5719
C -1.8108 -0.7416 -0.8564
C 2.6545 -1.2278 1.5838
C -0.2813 1.2033 -0.0363
C 0.0046 1.7925 1.2503
C 2.7673 -2.6923 1.2195
H 1.0604 0.9102 -1.7571
H -2.1060 1.5613 -2.7196
H -1.7217 -0.9170 0.1971
H 1.7392 -2.9390 1.0062
H 3.4387 -3.0842 0.3886
H -1.8625 2.7319 -1.1992
H -0.7582 2.4675 1.5579
H -2.7739 -0.9658 -1.4593
H 3.1596 -3.1425 2.1036
H -1.1111 -1.5250 -1.2726
H 0.9916 2.2967 1.0711
H -3.1623 1.5020 -1.2940
H 1.0087 -0.8977 0.5413
H 0.1697 1.0629 2.0483
*
```

orbital gap: 8.385 eV

--- two ---
Density functional theory data (ωB97M-V/def2-TZVPD) for a single C8H14O molecule.

ORCA input file:
```
! wB97M-V def2-TZVPD RIJCOSX def2/J DEFGRID3
* xyz 0 1
O 0.7941 -0.9814 0.3671
C -1.4308 -0.3752 1.2624
C -0.0803 1.9361 -1.0266
C 0.0579 -0.1222 1.1512
C 0.7690 -0.4896 -0.9807
C -1.8873 -1.7072 0.6751
C 0.6492 0.9003 1.7902
C 2.1945 -0.0955 -1.3653
C -0.2282 0.7028 -1.4342
H 1.7242 0.9602 1.8365
H 0.1229 1.4216 2.5719
H -1.7558 -1.7260 -0.4045
H -2.9459 -1.8662 0.8834
H -1.7022 -0.3215 2.3232
H -1.3185 -2.5278 1.1051
H 0.4607 -1.3556 -1.5811
H -1.9686 0.4418 0.7618
H -0.7265 2.7566 -1.3003
H 2.2462 0.1511 -2.4228
H 0.6471 2.1067 -0.1707
H 2.8678 -0.9258 -1.1615
H 2.5221 0.7667 -0.7898
H -1.0114 0.3500 -2.0904
*
```

orbital gap: 10.026 eV
SMILES: C=C[C@@H](C)OC(=C)CC

--- three ---
Density functional theory data (ωB97M-V/def2-TZVPD) for a molecular structure, C8H14O.

ORCA input file:
```
! wB97M-V def2-TZVPD RIJCOSX def2/J DEFGRID3
* xyz 0 1
O -0.6662 -0.8136 1.6484
C 0.9626 -1.9760 -0.2840
C 0.0326 -0.9969 -0.0535
C -2.0081 0.2847 -0.0941
C 0.6009 1.2019 -1.2863
C 1.6448 0.8358 0.9390
C -1.3535 -0.9943 -0.6912
C 0.4023 0.5662 0.0929
C -0.8957 0.8344 0.7622
H 1.7817 1.9086 1.0864
H 0.7683 -2.7648 -0.9961
H -1.2938 -0.9788 -1.7799
H -1.0437 1.5847 1.5304
H 0.9159 2.2428 -1.1920
H -0.2972 1.1936 -1.9007
H -1.8927 -1.8901 -0.3895
H 1.6126 0.3700 1.9238
H 2.5276 0.4339 0.4409
H -2.8839 0.0584 0.5106
H 1.9569 -1.9329 0.1345
H -2.3108 1.0021 -0.8621
H 0.0717 -0.7952 2.2725
H 1.3677 0.6255 -1.8123
*
```

orbital gap: 7.730 eV

It turns out two is the most stable, with the second structure 127.9 kJ/mol higher.

--- one ---
Density functional theory data (ωB97M-V/def2-TZVPD) for a molecular structure, C5H18NO2.

ORCA input file:
```
! wB97M-V def2-TZVPD RIJCOSX def2/J DEFGRID3
* xyz 1 1
O 0.3319 -2.7253 -0.5309
O 1.0912 1.5189 -1.2237
N 1.8796 -0.4414 0.1655
C -1.6511 1.6720 -0.7142
C -1.4818 -0.9049 1.3991
C -0.8436 1.3924 0.6132
C -0.4006 -0.0388 0.6256
C 1.0281 -0.3147 1.3215
H -1.0533 1.5742 -1.6625
H -0.0505 2.0762 0.7082
H -2.1571 2.6736 -0.7603
H 2.9045 -0.4055 0.2953
H -0.3783 -0.3977 -0.4496
H 0.9991 -2.0201 -0.7782
H 1.0108 -1.2571 1.8719
H 1.7443 2.0551 -1.7383
H 1.5985 0.3478 -0.5256
H -0.5417 0.7493 -4.8020
H -1.4150 1.4912 1.5295
H 0.5751 -3.4180 -1.1408
H -1.5777 -0.7390 2.4438
H -2.4617 -0.7246 1.0300
H -1.3609 -1.9954 1.0601
H -2.3766 0.8936 -0.7881
H 1.3819 0.4689 2.0641
H -1.2898 0.5320 -4.9500
*
```

orbital gap: 5.154 eV

--- two ---
Density functional theory data (ωB97M-V/def2-TZVPD) for 3 unconnected molecules or ions with the total composition C5H18NO2.

ORCA input file:
```
! wB97M-V def2-TZVPD RIJCOSX def2/J DEFGRID3
* xyz 1 1
O 0.3405 0.6281 3.2301
O -1.0507 -3.3376 -0.0490
N -1.3286 0.2947 0.8144
C -0.8542 0.4648 -0.6277
C 0.5289 -0.2179 -0.8581
C 2.3127 1.5292 -0.6738
C 1.6830 0.2723 0.0089
C -1.7921 0.0602 -1.7552
H -0.4900 0.3824 1.3803
H 0.0280 1.2500 3.8684
H -1.7966 -1.0315 -1.8630
H 0.6167 -0.1241 -1.9535
H -0.5984 -3.9062 0.5791
H -1.9444 -3.6968 -0.1259
H -1.4729 0.5237 -2.7273
H 0.5584 -1.3286 -0.7808
H 1.6247 2.0070 -1.3911
H 3.1610 1.1589 -1.2376
H 2.5219 -0.4940 -0.0094
H 1.1992 0.2395 3.3711
H -2.7366 0.6281 -1.6287
H -0.6795 1.6036 -0.8256
H 2.5457 2.2364 0.1017
H 1.3985 0.3358 1.0376
H -1.9243 1.0410 1.1443
H -1.8509 -0.5193 0.9708
*
```

orbital gap: 11.370 eV

It turns out two is the most stable, with the second structure 805.5 kJ/mol higher.

--- one ---
Density functional theory data (ωB97M-V/def2-TZVPD) for 2 unconnected molecules or ions with the total composition CH4N2O3.

ORCA input file:
```
! wB97M-V def2-TZVPD RIJCOSX def2/J DEFGRID3
* xyz 0 1
O -1.8407 -0.2967 1.5858
O 0.2535 1.6365 -0.4949
O 0.9996 0.2028 0.9498
N 0.8009 -0.5470 -1.1143
N -1.3878 -0.6249 0.5667
C 0.7727 0.6010 -0.2533
H -1.4503 0.1322 -0.3434
H 0.6108 -1.4238 -0.6732
H 0.2321 -0.4851 -1.9041
H 1.0093 0.8051 1.6809
*
```

orbital gap: 9.077 eV
SMILES: NC(=O)O.N=O

--- two ---
Density functional theory data (ωB97M-V/def2-TZVPD) for a single CH4N2O3 molecule.

ORCA input file:
```
! wB97M-V def2-TZVPD RIJCOSX def2/J DEFGRID3
* xyz 0 1
O -1.0784 1.1809 0.6589
O 1.5001 -2.1106 1.6097
O 0.0380 -0.8629 0.7312
N -0.3338 0.1531 -1.3157
N 1.3610 -1.0173 1.2091
C -0.1256 0.4023 0.0610
H 1.0406 0.7625 0.3156
H -0.8743 0.8800 -1.8035
H -2.0011 0.8954 0.3029
H 0.4734 -0.2834 -1.7692
*
```

orbital gap: 10.163 eV
SMILES: N[C@@H](O)ON=O

--- three ---
Density functional theory data (ωB97M-V/def2-TZVPD) for a single CH4N2O3 molecule.

ORCA input file:
```
! wB97M-V def2-TZVPD RIJCOSX def2/J DEFGRID3
* xyz 0 1
O -0.3166 0.0880 1.3719
O -1.2991 -0.3939 -0.8807
O 2.0185 0.4351 -0.9206
N -0.2438 0.4870 -0.8550
N 0.6574 -0.7134 0.8163
C 1.0308 -0.0390 -0.3529
H -1.0711 -0.6390 1.5956
H 1.4142 -0.6167 1.6293
H -0.0640 1.0717 -1.7883
H -2.1262 0.3204 -0.6156
*
```

orbital gap: 9.568 eV
SMILES: O=C(NO)NO

--- four ---
Density functional theory data (ωB97M-V/def2-TZVPD) for a molecular structure, CH4N2O3.

ORCA input file:
```
! wB97M-V def2-TZVPD RIJCOSX def2/J DEFGRID3
* xyz 0 1
O 0.0658 0.6790 -1.3496
O 1.5686 -1.4707 0.4735
O -1.7245 -0.5456 -1.3487
N -0.3229 -0.4763 -1.5734
N 0.5193 -0.9599 0.6499
C 0.4600 0.8627 1.0739
H 0.9069 0.7572 2.0587
H 1.0753 1.5744 0.5349
H -0.6112 1.0076 1.1690
H -1.9374 -1.4285 -1.6882
*
```

orbital gap (alpha / beta): 8.094 / 8.093 eV

It turns out one is the most stable, with the second structure 32.4 kJ/mol higher.

--- one ---
Density functional theory data (ωB97M-V/def2-TZVPD) for a molecular structure, C50H38Cl3IMnN5OPS.

ORCA input file:
```
! wB97M-V def2-TZVPD RIJCOSX def2/J DEFGRID3
* xyz 2 6
I -0.5085 -3.0323 -2.0264
Mn 0.5199 -0.8210 -0.9398
Cl -4.9378 6.3733 -3.0747
Cl -3.2940 4.4552 2.0150
Cl -3.6560 -0.3603 4.3319
S -5.4448 4.3926 -5.2214
P 2.6829 -1.1471 -2.0115
O -5.0680 4.1070 -0.5314
N 0.7934 0.3234 6.2302
N -0.6070 0.7762 -1.6184
N -1.9544 2.5079 -1.6136
N 0.3514 -0.7663 1.1774
N -0.0888 -1.7277 6.0962
C 3.0898 -2.6299 -2.9873
C 6.0327 -0.8603 1.0962
C 2.5776 -6.2722 -3.8047
C 0.5657 -5.5358 -2.7875
C 0.8229 0.3055 1.8341
C 0.8375 0.3974 3.2098
C -4.1664 0.0414 1.7095
C 6.1616 -0.1701 -0.1025
C 5.1491 -0.2235 -1.0479
C 4.3331 -2.4979 -3.5568
C -0.0632 -1.4948 9.7963
C 1.0644 -4.2640 -2.6794
C 0.0438 -1.3680 7.4311
C -4.0553 2.2335 0.6476
C 0.3687 -0.6711 3.9693
C -4.1612 3.0286 -0.6282
C 2.3892 -3.8873 -3.0893
C -1.9303 2.0354 -2.9043
C 1.3424 -6.5738 -3.3404
C 0.4911 -0.1950 9.8824
C 0.8271 0.5301 8.7651
C 3.1061 -4.9598 -3.7043
C -6.0834 3.8823 -2.7845
C 2.7246 0.2607 -3.1462
C -3.5385 1.9811 3.0027
C 2.4434 0.0815 -4.4991
C 0.5876 -0.0928 7.5355
C 4.3980 -4.7563 -4.2545
C -2.8033 3.5871 -1.0779
C -6.2861 3.9960 -1.2952
C -4.2898 0.8603 0.5953
C -3.6742 2.7686 1.8715
C 5.0009 -3.5419 -4.2142
C 4.8847 -1.5976 1.3553
C 2.7223 2.6484 -3.4728
C -1.0879 0.9749 -2.9037
C 0.3680 -0.7025 5.4350
C -6.4721 2.7487 -3.5711
C -5.5065 4.8294 -3.5757
C 3.8615 -1.6381 0.4196
C 2.8573 1.5520 -2.6354
C -0.1356 -1.7774 3.2874
C 2.3084 1.1840 -5.3326
C -0.2913 -2.0919 8.5830
C -1.1786 1.7152 -0.8709
C -6.1759 2.8811 -4.8908
C -0.1293 -1.7870 1.9145
C -3.7932 0.6227 2.9096
C 2.4480 2.4664 -4.8225
C 3.9932 -0.9589 -0.7903
H -4.3879 -1.0148 1.6628
H 4.8471 -1.5451 -3.4765
H 4.8889 -5.6025 -4.7171
H -1.0367 1.8650 0.1866
H -6.9877 1.8940 -3.1563
H -4.6109 0.4279 -0.3462
H 5.9795 -3.3799 -4.6412
H 4.7879 -2.1433 2.2841
H -0.7653 0.3692 -3.7326
H -2.4984 2.5055 -3.6888
H 2.9724 -2.2238 0.6389
H 0.9391 -7.5734 -3.4108
H 2.3585 3.3222 -5.4770
H 2.1063 1.0383 -6.3851
H 3.0804 1.7134 -1.5860
H -6.8697 3.1443 -0.9341
H 1.1499 1.2187 5.9466
H -0.4913 -2.6478 1.3652
H -0.3081 -2.0202 10.7079
H 2.3463 -0.9138 -4.9144
H -6.3936 2.1965 -5.6929
H 5.2598 0.3153 -1.9814
H -4.4671 2.3083 -1.3936
H 0.6529 0.2370 10.8601
H -3.2536 2.4246 3.9455
H 2.8420 3.6466 -3.0738
H -0.4386 -5.7654 -2.4646
H -2.2371 4.0508 -0.2687
H -0.7142 -3.0839 8.5072
H -6.8367 4.8999 -1.0442
H 3.1967 -7.0290 -4.2669
H -0.5169 -2.6196 3.8474
H 7.0554 0.4041 -0.3047
H 1.2497 1.5214 8.8430
H 1.2429 1.2919 3.6620
H 6.8288 -0.8239 1.8267
H -2.9634 4.3328 -1.8520
H 1.2259 1.1132 1.2311
*
```

orbital gap (alpha / beta): 7.305 / 6.816 eV

--- two ---
Density functional theory data (ωB97M-V/def2-TZVPD) for a molecular structure, C50H38Cl3IMnN5OPS.

ORCA input file:
```
! wB97M-V def2-TZVPD RIJCOSX def2/J DEFGRID3
* xyz 2 6
I -4.0602 1.1597 1.0465
Mn -1.7012 0.1949 0.0724
Cl 5.3804 4.2294 0.1485
Cl 4.7322 0.8014 -3.8894
Cl 1.4061 0.6751 -8.2094
S -1.2625 1.9655 -7.9642
P -0.7353 1.4228 1.9873
O 2.7951 2.4272 -5.6926
N 0.2713 0.8910 -3.5726
N -0.9842 0.7708 -1.7813
N -1.4340 -6.7887 1.9951
N 0.4106 -6.5038 0.7710
N -1.6066 -1.9161 0.2457
C -3.0380 0.1334 5.2138
C -0.6844 1.4857 4.6710
C 4.3910 3.6330 -1.1396
C 2.4374 3.7699 -2.4928
C -2.1055 -3.8906 1.4930
C 1.0543 -10.0193 1.7346
C 1.0034 0.9629 2.1888
C -0.2698 -3.8768 -0.0399
C -0.7568 -7.9896 2.0447
C 1.3074 -0.4001 2.1590
C -0.2496 3.9716 -6.7619
C 0.3954 -7.7886 1.2777
C -0.1343 3.6930 0.5042
C -0.1153 -10.2051 2.5022
C 4.0915 2.1230 -2.9656
C 0.4240 1.9743 -7.6718
C -1.0397 -4.5684 0.9002
C -1.5674 4.0501 2.4107
C 3.1770 4.2373 -1.4168
C -0.5837 -2.5740 -0.3342
C -1.7899 1.0692 -2.8690
C 3.3292 1.4597 2.5539
C -5.1537 -0.8841 4.6158
C 4.8513 2.5690 -1.8972
C 2.8714 2.7194 -3.2962
C 3.6261 0.1039 2.5255
C 2.0209 1.8932 2.3839
C 1.4527 0.9204 -4.4394
C -1.4395 3.4958 -7.2150
C -2.7793 0.5459 3.8741
C -4.9807 -0.4030 3.3051
C -3.8539 0.2903 2.9620
C -1.0155 1.1555 -3.9796
C -4.2107 -0.5881 5.5512
C -2.3509 -2.5810 1.1436
C 1.3256 -8.8220 1.1176
C -0.9963 5.8910 0.9748
C -1.5117 1.1738 3.6181
C -0.6839 -5.9485 1.2138
C 0.2547 0.6760 -2.2552
C -1.6667 5.3961 2.0820
C 0.8490 3.0946 -7.0213
C 2.2762 3.3727 -6.6362
C 2.0453 2.3318 -4.5028
C -0.9955 1.1654 6.0029
C -2.1321 0.4602 6.2546
C -1.0410 -9.2024 2.6733
C 2.6143 -0.8291 2.3297
C -0.7974 3.1935 1.6281
C -0.2284 5.0387 0.1895
H 0.5576 -4.3770 -0.5243
H -2.7417 -4.3569 2.2342
H 0.2677 1.9635 4.4715
H 1.8014 2.9546 2.4088
H 1.1905 3.0145 -4.5369
H 2.3551 4.3882 -6.2343
H -2.3297 -6.6041 2.4065
H -1.2504 1.3773 -5.0122
H 4.1170 2.1856 2.7115
H 2.8368 5.0755 -0.8207
H 1.1352 0.6395 -5.4396
H -3.1692 -2.0333 1.5938
H 2.9366 3.2990 -7.4979
H -2.0833 3.6761 3.2865
H -2.8562 1.2035 -2.7797
H -1.0676 6.9418 0.7234
H 0.2989 5.4308 -0.6712
H -0.3154 1.4373 6.7989
H -1.9369 -9.3528 3.2615
H 2.8434 -1.8886 2.3156
H 5.8039 2.1068 -1.6756
H 0.4745 3.0441 -0.1162
H -5.7720 -0.5575 2.5817
H -2.3760 0.1436 7.2617
H -0.1379 4.9365 -6.2807
H -2.2632 6.0570 2.6983
H 1.7462 -10.8452 1.6334
H 2.1604 0.1773 -4.0867
H -0.0087 -2.0190 -1.0652
H 4.6486 -0.2270 2.6622
H 1.1452 0.4640 -1.6796
H 1.5031 4.2598 -2.7464
H 0.5196 -1.1348 2.0273
H -4.3448 -0.8893 6.5831
H -2.4084 3.9736 -7.1776
H -6.0509 -1.4318 4.8700
H 2.2190 -8.6739 0.5250
H -0.2871 -11.1671 2.9677
*
```

orbital gap (alpha / beta): 7.259 / 6.932 eV

It turns out two is the most stable, with the second structure 25.1 kJ/mol higher.

--- one ---
Density functional theory data (ωB97M-V/def2-TZVPD) for a single C6H8N2O2S molecule.

ORCA input file:
```
! wB97M-V def2-TZVPD RIJCOSX def2/J DEFGRID3
* xyz 0 1
S 2.4422 -0.1555 0.3115
O 2.1741 0.4703 1.5869
O 3.4794 -1.1648 0.1706
N 1.1092 -0.8744 -0.3513
N 2.6512 1.1120 -0.7482
C -0.2241 -0.4556 -0.0963
C -2.8816 0.3004 0.2990
C -0.5594 0.8976 -0.0440
C -1.2119 -1.4196 0.0347
C -2.5402 -1.0443 0.2196
C -1.8870 1.2662 0.1630
H -3.9161 0.5987 0.4797
H 3.0475 0.8095 -1.6458
H 0.2278 1.6697 -0.1612
H -2.1331 2.3257 0.2011
H 3.2418 1.8232 -0.3310
H -3.3060 -1.8157 0.3104
H 1.2303 -1.8703 -0.3644
H -0.9440 -2.4730 -0.0341
*
```

orbital gap: 9.541 eV
SMILES: NS(=O)(=O)Nc1ccccc1

--- two ---
Density functional theory data (ωB97M-V/def2-TZVPD) for a single C6H8N2O2S molecule.

ORCA input file:
```
! wB97M-V def2-TZVPD RIJCOSX def2/J DEFGRID3
* xyz 0 1
S -2.8882 1.3051 0.2797
O -2.1872 2.0667 -0.7601
O -3.8829 0.3641 -0.2600
N 0.1945 -0.2242 -0.5830
N -1.4613 -0.0467 1.0149
C -0.1575 -0.0404 0.7528
C 0.9105 -0.0175 1.6897
C -0.8470 -0.4553 -1.6014
C 2.2451 -0.0031 1.3637
C 1.5055 -0.3452 -0.9177
C 2.5467 -0.1937 -0.0001
H 1.7552 -0.3104 -1.9723
H -1.7760 -0.0726 2.1507
H -1.2567 0.4347 -2.0085
H 0.6523 -0.0517 2.8158
H -1.6230 -1.0640 -1.1848
H 3.1500 -0.0167 1.9591
H -0.3635 -1.0122 -2.3640
H 3.4836 -0.3170 -0.3746
*
```

orbital gap: 8.134 eV

It turns out one is the most stable, with the second structure 153.2 kJ/mol higher.

--- one ---
Density functional theory data (ωB97M-V/def2-TZVPD) for a single C11H14N2OS molecule.

ORCA input file:
```
! wB97M-V def2-TZVPD RIJCOSX def2/J DEFGRID3
* xyz 0 1
S -0.3048 0.0906 4.2093
O -2.0609 -2.5030 0.3875
N 0.7175 -2.1053 3.5580
N 0.6085 -0.4514 1.8597
C -1.6518 -0.4603 -0.6685
C 1.4952 0.4206 -2.1274
C 0.5581 -0.8357 3.1489
C 2.1712 -1.8716 -0.6169
C 0.6557 -0.0043 -1.1780
C -1.3187 -1.1943 0.5250
C -0.6568 0.6911 -0.8043
C 2.9908 -1.4105 -1.5758
C 0.1896 -1.4149 0.7957
C 2.6980 -0.2119 -2.2920
C 1.0481 -1.0108 -0.3073
H 0.8809 -2.7723 2.9065
H 3.3949 0.1781 -2.9234
H -3.0311 -2.4525 0.2821
H -1.7245 -0.6533 1.3602
H -1.5839 -1.1537 -1.5951
H 0.0779 -2.3941 4.1955
H 0.4887 -2.4276 1.1864
H 2.3701 -2.8502 -0.0874
H 3.9070 -1.9737 -1.8117
H -2.7068 -0.0439 -0.5017
H -1.0490 1.4509 -1.5432
H 1.2511 1.3076 -2.5941
H 0.3248 0.5182 1.7440
H -0.4162 1.2850 0.0674
*
```

orbital gap: 8.666 eV
SMILES: NC(=S)N[C@@H]1c2ccccc2CC[C@H]1O

--- two ---
Density functional theory data (ωB97M-V/def2-TZVPD) for a single C11H14N2OS molecule.

ORCA input file:
```
! wB97M-V def2-TZVPD RIJCOSX def2/J DEFGRID3
* xyz 0 1
S 1.3159 0.6277 1.7021
O 2.2151 3.4869 -0.5949
N 1.2102 1.4713 -0.9509
N -2.6863 0.2680 -1.2663
C 1.8453 -1.7045 -1.3183
C -2.9296 0.6818 1.0307
C -1.4185 -0.1079 -1.0874
C 1.0677 2.2930 1.2145
C 1.6257 2.4765 -0.2148
C -0.8169 -0.0071 0.1778
C -1.5936 0.2869 1.2867
C 0.2843 -2.5937 0.3612
C -3.4782 0.6587 -0.2708
C 1.3098 -1.4381 0.1043
C 0.6254 -0.1690 0.3575
H 0.9528 -1.7962 -1.9882
H -3.5301 0.9971 1.9636
H 1.5155 3.0784 1.8637
H 0.9177 -3.4076 0.3291
H -0.3228 -2.5047 1.3178
H 0.0014 2.6848 1.0821
H 2.3423 -2.6738 -1.5770
H 2.0272 -1.6203 0.8927
H -1.0895 0.4424 2.2088
H 2.4094 -0.8366 -1.7792
H -4.3803 1.1408 -0.5600
H -0.3915 -2.5417 -0.5065
H -0.8723 -0.4295 -2.0228
H 1.8438 1.2365 -1.7554
*
```

orbital gap (alpha / beta): 7.879 / 7.878 eV

It turns out one is the most stable, with the second structure 143.0 kJ/mol higher.